No. 1
C8H8Cl3Cu | wB97M-V/def2-TZVPD

Results
multiplicity = 1
LUMO level = 0.05 eV
charge = 0

```
20
Properties=species:S:1:pos:R:3:lowdin_charge:R:1
Cu -1.46412 1.09981 0.28287 0.228
Cl -1.35308 -1.42096 -2.29703 0.656
Cl -3.16719 1.03988 1.80557 0.620
Cl -1.99141 3.70634 2.21107 0.563
C 0.68108 -0.17451 -0.99772 -0.370
C 1.92980 -0.23880 -0.36246 -0.065
C 2.65268 -1.41304 -0.26747 -0.102
C 0.21447 -1.38116 -1.52761 -0.619
C 2.15607 -2.58972 -0.81307 -0.108
C -3.02011 2.46484 2.89607 -0.924
C -0.08527 1.08931 -1.06582 -0.270
C 0.92469 -2.56739 -1.44643 -0.127
H 2.71752 -3.51194 -0.74820 0.096
H -2.59518 2.10277 3.82402 0.037
H 2.33192 0.67424 0.06120 0.108
H -4.02464 2.84816 3.02725 0.034
H 3.61469 -1.41070 0.22942 0.098
H 0.50417 -3.46445 -1.88047 0.097
H -0.59813 1.20102 -2.02232 0.016
H 0.57203 1.94630 -0.90886 0.031
```

***

No. 2
C8H8ClNS | wB97M-V/def2-TZVPD

Results
ΔE to the lowest compared entry with this formula, charge and spin = 52.7 kcal/mol
multiplicity = 1
LUMO level = -1.80 eV
charge = 0
SMILES string = C1=CCCC=C1.N#CC(=S)Cl

```
19
Properties=species:S:1:pos:R:3:lowdin_charge:R:1
Cl 2.54068 1.72441 -0.41882 0.688
S 2.03138 -0.87854 -1.74511 0.800
N 2.67093 -1.15773 1.84785 0.207
C 2.56848 -0.57624 0.86666 -0.400
C -0.28041 -0.92716 0.95500 -0.085
C -1.89351 -0.07819 -0.98568 -0.154
C -0.40854 1.42529 0.44159 -0.185
C -1.24236 1.23863 -0.58259 -0.103
C -0.03344 0.33563 1.34969 -0.138
C -0.87329 -1.19968 -0.46808 -0.151
C 2.36353 -0.00686 -0.37875 -1.158
H -0.11251 2.43570 0.72850 0.093
H -2.74859 -0.00930 -0.35890 0.100
H 0.55680 0.72466 2.19470 0.116
H -0.05787 -1.73920 1.58683 0.084
H -1.46764 2.06854 -1.30302 0.116
H -1.48299 -2.07738 -0.72314 0.107
H -2.24504 -0.26554 -1.94217 0.081
H 0.11437 -1.03703 -1.06457 -0.018
```

***

No. 3
C8H8ClNS | wB97M-V/def2-TZVPD

Results
ΔE to the lowest compared entry with this formula, charge and spin = 50.3 kcal/mol
multiplicity = 1
LUMO level (alpha / beta) = -0.14 / -0.36 eV
charge = 0
SMILES string = Cc1nc2c(s1)=CCCC=2Cl

```
19
Properties=species:S:1:pos:R:3:lowdin_charge:R:1
Cl 2.79616 1.91254 -0.06486 0.575
S -2.26610 -0.33151 0.02244 1.034
N -0.54612 1.59870 0.00174 0.081
C 1.55871 -2.07757 0.26768 -0.184
C 2.28306 -0.92649 -0.39213 -0.299
C 1.89281 0.36992 0.02311 -0.476
C 0.05062 -1.88150 0.31046 -0.094
C 0.16808 0.49403 -0.12284 -0.253
C -2.82333 2.40771 0.03575 -0.092
C -1.78832 1.35442 -0.03838 -0.677
C -0.47801 -0.71952 0.01324 -0.487
H -2.39011 3.32463 0.51675 0.099
H 2.00907 -1.17703 -1.44447 0.140
H -3.88871 2.02761 0.45442 0.128
H 1.66334 -2.96611 -0.34336 0.115
H 2.00595 -2.18919 1.26201 0.122
H -0.58315 -2.67228 0.69228 0.108
H -2.96113 2.69761 -0.96112 0.048
H 3.29718 -1.24597 -0.23273 0.112
```

***

No. 4
C8H8F2N3 | wB97M-V/def2-TZVPD

Results
multiplicity = 1
LUMO level = -4.85 eV
charge = +1

```
21
Properties=species:S:1:pos:R:3:lowdin_charge:R:1
F 4.86303 -0.89504 0.06083 0.118
F 4.64217 1.28337 0.29350 0.128
N -0.28520 0.47337 -2.79188 0.122
N 1.92683 -0.35911 2.06040 0.224
N 1.68226 0.07805 0.05378 0.066
C 2.70779 -0.01412 1.14242 -0.030
C -0.49800 -0.55848 0.82769 -0.183
C -0.83976 -0.20688 -0.49277 0.096
C 1.47070 0.39597 -1.20010 0.113
C -1.36206 -1.11018 1.84544 -0.025
C 0.83435 -0.28732 1.03759 -0.150
C 4.58863 0.11438 0.86865 -0.241
C 0.05666 0.26422 -1.51378 -0.218
H 2.23347 0.69079 -1.75239 0.105
H -2.45861 -1.06534 1.74692 0.106
H -1.14062 -2.21496 2.03421 0.133
H -1.06550 -0.86566 2.85994 0.094
H -1.29177 0.56491 -3.00902 0.136
H 4.93198 -0.04606 1.90412 0.166
H 0.24350 0.59929 -3.64489 0.128
H -1.84204 -0.40239 -0.67219 0.111
```